Record 1
Computed, not measured: C6H16CuP2 as an isolated structure, with ωB97M-V/def2-TZVPD.

As for the total charge: +2. Its maximum force is 0.50 eV/Å. The HOMO energy (alpha / beta) comes out at -16.87 / -16.89 eV. The spin multiplicity is 2. As for the HOMO-LUMO gap (alpha / beta): 7.4 / 6.3 eV.

XYZ file:
```
25
Properties=species:S:1:pos:R:3:forces:R:3
C 3.1389 1.2790 0.6103 0.2 -0.2 0.1
C 3.4456 -0.0155 -0.1662 0.1 0.1 0.2
C 2.2544 -0.9347 -0.4499 0.1 0.0 -0.1
C 0.9859 -0.1964 -0.9769 0.1 -0.2 0.0
P -0.3372 -0.2640 0.2542 -0.2 0.2 0.1
P -2.3325 -0.0318 -0.6490 0.0 0.0 -0.4
C -3.4518 -1.2634 0.1855 -0.1 -0.1 0.4
C -2.9960 1.5211 -0.0116 0.0 0.1 0.3
H 2.0705 1.4738 0.7379 0.0 0.1 -0.1
H 3.5829 2.1413 0.1185 -0.1 0.1 0.0
H 3.5663 1.2392 1.6107 -0.1 0.0 0.0
H 4.1517 -0.5991 0.4245 0.1 -0.1 -0.2
H 3.9608 0.2155 -1.0977 -0.1 0.0 -0.1
H 2.5340 -1.6527 -1.2205 0.0 -0.1 0.1
H 2.0309 -1.5278 0.4419 -0.1 0.1 0.0
H 1.1819 0.8663 -1.1436 0.0 0.0 -0.1
H 0.6151 -0.6289 -1.9053 0.0 0.0 0.0
H -0.1700 0.8860 1.0477 0.0 0.1 0.0
H -4.4155 -1.2604 -0.3270 0.1 0.0 -0.1
H -2.9431 -2.2545 0.1030 0.4 0.1 -0.3
H -3.5865 -0.9613 1.2270 0.0 -0.1 0.0
H -4.0413 1.5981 -0.3220 0.0 0.0 0.0
H -2.9501 1.5959 1.0771 0.0 0.0 0.0
H -2.4371 2.3446 -0.4548 0.0 0.0 0.0
Cu -3.8579 -3.5699 0.8863 -0.3 -0.1 0.1
```
Forces are in eV/Å.

---

Record 2
Computed, not measured: a 2-piece molecular cluster, C6H16FN2O6P2S overall at a distorted geometry, with ωB97M-V/def2-TZVPD.

As for the total charge: -1. Its maximum force is 3.88 eV/Å. The HOMO energy comes out at -4.91 eV. The spin multiplicity is 1. As for the HOMO-LUMO gap: 7.1 eV.

XYZ file:
```
34
Properties=species:S:1:pos:R:3:forces:R:3
C 1.6690 -0.9220 0.2276 0.0 -0.7 -0.1
C 2.6484 0.2172 0.4159 -1.1 -0.1 -0.2
F 2.9398 0.2760 1.8086 0.1 -0.1 0.1
C 2.1049 1.6019 0.0093 1.8 0.1 1.2
N 0.9260 1.9924 0.8134 0.3 -0.5 -2.4
P -0.5714 1.9512 0.0916 -2.7 0.3 2.8
N -1.6388 2.0831 1.2260 0.2 -0.4 -0.1
O -0.7841 3.1926 -0.9208 1.3 -1.0 -0.3
O -0.8665 0.5602 -0.7244 0.6 1.1 -0.5
P 3.4624 2.8355 0.4892 -0.8 0.6 -0.9
O 3.0779 4.2536 0.3620 0.2 0.4 0.4
C 1.9574 1.7358 -1.5409 -0.1 -0.8 -2.0
O 1.8719 0.6905 -2.2402 0.1 -0.6 1.1
O 1.9757 2.8625 -2.0191 0.1 1.3 0.6
H 2.2017 -1.8690 0.3827 -0.1 0.1 0.2
H 0.8168 -0.8611 0.9119 0.2 0.1 0.1
H 1.2568 -0.9581 -0.7804 0.3 0.4 0.0
H 3.5946 -0.0116 -0.0779 -0.1 0.2 -0.1
H 0.9074 1.5342 1.7143 -0.3 0.2 0.1
H -2.2439 1.2677 1.2167 0.0 0.0 0.2
H -1.4945 2.9214 -1.5117 -0.1 0.4 -0.1
H -1.1888 0.8165 -1.5964 0.3 -0.5 -0.3
H 4.5434 2.4917 -0.3692 -0.1 -0.4 0.3
H 3.9020 2.5407 1.8070 0.0 -0.4 -0.3
C -2.2640 -3.8465 0.8021 -0.1 -0.2 0.1
S -2.5130 -2.2579 -0.0084 0.2 0.1 -0.1
O -2.9797 -1.3069 1.0271 -0.2 -0.1 0.1
C -3.9586 -2.7607 -0.9588 -0.1 -0.1 0.0
H -1.4222 -3.7478 1.4845 0.0 0.1 0.0
H -3.1585 -4.1217 1.3622 0.0 0.1 0.0
H -2.0372 -4.6055 0.0526 0.0 0.0 0.0
H -4.7443 -3.1054 -0.2853 0.0 0.0 0.0
H -3.6793 -3.5539 -1.6531 0.0 0.0 0.0
H -4.3114 -1.8966 -1.5183 0.1 0.0 0.0
```
Forces are in eV/Å.

---

Record 3
Computed, not measured: an isolated ion of composition C6H16FNPS2 and charge +1 at a distorted geometry, with ωB97M-V/def2-TZVPD.

As for the total charge: +1. Its structure (SMILES) is CCC[N@+](F)(CCCS)[PH2]=S. Its maximum force is 4.46 eV/Å. The HOMO energy comes out at -12.02 eV. The spin multiplicity is 1. As for the HOMO-LUMO gap: 8.2 eV.

XYZ file:
```
27
Properties=species:S:1:pos:R:3:forces:R:3
C 3.4266 0.2998 0.4408 -1.0 -0.1 0.5
C 2.2066 1.0816 -0.1523 0.8 -0.5 0.0
C 1.4018 0.3063 -1.2330 0.7 1.1 -0.3
N 0.0967 -0.2560 -0.7480 0.8 1.2 0.1
F -0.4705 -0.8947 -1.8318 0.0 -0.2 0.0
C -0.8800 0.7959 -0.3109 -1.6 0.5 0.5
C -2.0188 0.3385 0.6364 -0.3 -0.5 -0.7
C -3.0425 -0.6631 -0.0105 -0.4 1.2 1.1
S -4.7739 -0.0111 0.2021 0.1 0.2 0.0
P 0.4557 -1.5660 0.4788 -0.4 -4.4 0.7
S -0.5453 -3.2203 0.2131 0.5 1.5 0.2
H 3.1814 0.0154 1.4736 0.3 0.1 -0.1
H 4.3049 0.9414 0.4786 0.0 -0.2 -0.1
H 3.6263 -0.6458 -0.0739 0.3 0.4 -0.2
H 1.6054 1.4451 0.6862 -0.1 0.0 -0.3
H 2.6162 1.9647 -0.6511 -0.3 -0.1 0.0
H 1.1656 0.9655 -2.0757 -0.3 -0.1 0.3
H 2.0370 -0.4820 -1.6479 -0.5 -0.2 0.2
H -0.3895 1.6610 0.1389 0.5 -0.4 -0.1
H -1.3635 1.1570 -1.2265 0.4 -0.2 0.0
H -1.6692 -0.0028 1.6178 0.0 -0.1 -0.2
H -2.5966 1.2453 0.8410 0.4 0.1 -0.1
H -2.8789 -0.7186 -1.0863 -0.1 -0.3 0.1
H -3.0385 -1.6308 0.4819 0.4 0.0 -0.3
H -4.6581 0.7717 1.3202 0.3 -0.6 -0.5
H 1.8262 -1.8707 0.2530 -0.4 1.0 0.0
H 0.3750 -1.0270 1.7854 0.1 0.7 -0.6
```
Forces are in eV/Å.

---

Record 4
Computed, not measured: C6H16FO6RbS2 as an isolated structure at a distorted geometry, with ωB97M-V/def2-TZVPD.

As for the total charge: 0. Its maximum force is 1.26 eV/Å. The HOMO energy comes out at -7.98 eV. Its relative energy (zero: lowest compared OMol25 entry of this formula, charge and spin) is 0.000 eV. The spin multiplicity is 1. As for the HOMO-LUMO gap: 7.9 eV.

XYZ file:
```
32
Properties=species:S:1:pos:R:3:forces:R:3
Rb -2.1007 -2.0237 1.0942 0.4 -0.2 0.9
F -0.7706 -2.9519 3.3854 -0.3 0.6 -0.8
O -4.0713 -0.3022 -3.2001 -0.3 0.0 -0.5
S -3.4958 -0.1558 -1.9130 0.9 0.2 0.2
O -4.2747 -0.2786 -0.7311 -0.3 -0.2 0.5
O -2.3114 -1.2241 -1.7433 -0.3 -0.1 -0.1
C -1.7048 -1.7488 -2.9474 0.4 -0.1 -0.2
C -0.3638 -2.3300 -2.5624 -0.2 -0.1 0.3
C -2.5377 1.3148 -1.7906 0.4 -0.2 0.4
H -1.5486 -0.9487 -3.6730 -0.2 0.1 0.1
H -2.3754 -2.4893 -3.3779 0.0 0.0 0.0
H 0.1485 -2.6860 -3.4543 0.1 0.0 0.0
H -0.4684 -3.1699 -1.8730 -0.1 0.0 -0.1
H 0.2365 -1.5728 -2.0571 0.1 0.0 -0.1
H -3.2009 2.1681 -1.6938 0.0 0.1 -0.2
H -1.8356 1.3689 -2.6187 -0.3 0.2 -0.3
H -1.9349 1.1976 -0.8877 -0.2 0.1 0.1
O 0.8654 2.3423 1.8059 -0.1 0.8 -0.1
S 0.7685 0.9259 1.7682 0.2 -1.1 0.6
O -0.2907 0.3026 1.0334 -0.6 0.0 -0.5
O 2.1064 0.3333 1.1861 0.3 0.1 -0.2
C 3.1601 1.2574 0.7741 -0.1 -0.1 0.0
C 3.9668 1.7454 1.9492 0.2 -0.2 0.2
C 0.7601 0.2432 3.3886 0.0 0.1 -0.2
H 2.7022 2.0654 0.2088 0.0 0.1 0.0
H 3.7672 0.6570 0.1008 0.0 0.0 0.0
H 4.3856 0.8975 2.4956 0.0 0.0 0.0
H 3.3719 2.3345 2.6456 0.0 0.1 -0.1
H 4.8079 2.3472 1.6037 -0.1 0.1 0.0
H -0.1378 0.6237 3.8713 0.0 -0.1 0.1
H 1.6547 0.6040 3.8894 0.0 0.0 0.1
H 0.7214 -0.8468 3.3229 -0.1 -0.1 0.0
```
Forces are in eV/Å.

---

Record 5
Computed, not measured: a 2-piece molecular cluster, C6H16IN2O5S overall, with ωB97M-V/def2-TZVPD.

As for the total charge: +1. Its maximum force is 0.51 eV/Å. The HOMO energy comes out at -12.63 eV. The spin multiplicity is 1. As for the HOMO-LUMO gap: 9.8 eV.

XYZ file:
```
31
Properties=species:S:1:pos:R:3:forces:R:3
N 4.8296 -0.5046 -2.5812 -0.2 -0.2 -0.2
C 3.7578 0.3297 -3.0280 0.4 0.0 0.0
O 2.5452 -0.4413 -2.9954 -0.2 -0.3 -0.2
S 1.3454 0.2259 -2.2575 -0.1 0.5 0.0
O 1.0129 -0.5943 -1.1315 -0.1 0.2 0.4
O 0.2815 0.6328 -3.0977 0.0 -0.2 -0.2
O 2.0970 1.5551 -1.7945 -0.1 -0.1 0.1
C 3.4758 1.5649 -2.1315 0.4 -0.1 0.0
I 4.1068 3.3665 -3.0665 -0.2 0.0 0.0
H 4.5549 -1.1404 -1.8455 0.0 0.1 0.2
H 5.6482 0.0292 -2.3267 0.1 0.0 0.0
H 3.9323 0.5946 -4.0670 -0.1 0.2 0.0
H 4.0578 1.4902 -1.2194 0.0 0.0 0.1
C -3.7120 0.1891 1.0921 0.1 0.1 -0.1
C -2.4209 -0.4951 0.6734 -0.2 0.0 0.0
C -1.8785 -1.5272 1.6608 0.2 0.0 0.0
O -1.3409 -0.8884 2.7981 -0.1 0.0 0.0
C -2.1970 -0.7838 3.9411 0.1 0.0 0.0
N -1.3303 0.5384 0.5639 0.2 0.1 0.0
H -3.5610 0.8633 1.9364 0.0 -0.1 0.1
H -4.1309 0.7705 0.2699 0.0 0.0 0.0
H -4.4512 -0.5555 1.3788 0.0 0.0 0.0
H -2.5346 -0.9389 -0.3150 0.1 -0.1 0.0
H -1.0575 -2.0750 1.1908 0.0 0.0 0.0
H -2.6520 -2.2501 1.9239 -0.1 0.0 0.0
H -2.9243 -1.5959 3.9606 0.0 0.0 0.0
H -2.7206 0.1737 3.9591 0.0 0.0 0.0
H -1.5668 -0.8519 4.8239 0.0 0.0 0.0
H -1.6306 1.3891 0.0894 0.0 0.0 0.0
H -0.5073 0.1643 0.0748 0.1 -0.1 -0.2
H -1.0288 0.7650 1.5205 -0.1 -0.1 0.0
```
Forces are in eV/Å.

---

Record 6
Computed, not measured: a 2-piece molecular cluster, C6H16N overall at a distorted geometry, with ωB97M-V/def2-TZVPD.

As for the total charge: +1. Its maximum force is 1.01 eV/Å. The HOMO energy comes out at -13.31 eV. Its relative energy (zero: lowest compared OMol25 entry of this formula, charge and spin) is 0.774 eV. The spin multiplicity is 1. As for the HOMO-LUMO gap: 10.2 eV.

XYZ file:
```
23
Properties=species:S:1:pos:R:3:forces:R:3
C 1.6500 -0.8102 1.5982 0.2 0.0 0.0
N 1.5470 -0.4272 0.1567 -0.4 -0.1 0.1
C 2.1511 0.9159 -0.1168 -0.2 -0.3 0.3
H 1.1073 -1.7343 1.7755 0.0 0.0 -0.1
H 2.7022 -0.9386 1.8386 0.0 0.0 0.1
H 1.2195 -0.0151 2.1988 0.0 0.0 0.0
H 0.5308 -0.3995 -0.0941 0.2 0.1 0.0
H 1.9730 -1.1631 -0.4059 0.0 0.1 -0.1
H 1.7446 1.5646 0.6549 0.1 0.2 -0.2
H 1.8706 1.2691 -1.1024 0.0 -0.1 -0.1
H 3.2297 0.8466 -0.0185 0.0 0.0 0.0
C -1.9778 0.3015 1.4266 0.3 0.1 0.2
C -1.6424 -0.2646 0.0869 -0.5 0.3 -0.8
C -1.3608 0.4672 -1.0004 0.7 -0.3 0.0
C -1.0050 -0.1415 -2.3350 -0.5 -0.1 0.4
H -1.6655 1.3457 1.4794 -0.1 0.0 0.0
H -3.0415 0.2540 1.6548 -0.1 -0.1 -0.1
H -1.4588 -0.2380 2.2221 -0.1 0.0 0.1
H -1.7895 -1.3258 -0.1134 0.1 -0.1 0.4
H -1.3160 1.5532 -0.9582 0.0 0.0 0.2
H -1.2301 -1.2094 -2.3244 0.0 0.0 -0.1
H -1.5952 0.3247 -3.1221 0.2 0.0 -0.1
H 0.0552 -0.0238 -2.5698 0.0 0.2 -0.1
```
Forces are in eV/Å.